No. 1
DFT (ωB97M-V/def2-TZVPD) results for an isolated molecule of C9H10Si in a non-equilibrium geometry.

Properties
Max |F|   0.090 hartree/bohr
Total charge   0
2S+1   1
HOMO-LUMO gap   10.92 eV

```
20
Properties=species:S:1:pos:R:3:forces:R:3:nbo_charge:R:1
C 2.33908 1.14391 0.55493 -1.20 -3.13 -1.42 -0.43
H 0.08970 0.34433 -1.54505 -1.16 -0.88 1.57 0.24
H 3.64106 -1.19694 -3.77472 0.02 -0.29 -0.07 0.24
C 2.23383 -1.84389 1.16080 0.54 -1.01 -0.29 -0.47
C 2.65117 -2.82099 1.77429 -1.16 2.10 -0.69 -0.17
H 2.88018 -3.57173 2.48701 0.23 -0.29 -0.05 0.23
C 2.49983 2.30595 0.73977 0.45 0.64 0.46 -0.18
H 2.80460 3.25064 1.03900 0.14 1.23 0.19 0.23
C -2.09428 1.17503 0.03232 0.65 -0.16 0.03 -0.61
H -2.63195 0.90684 -0.90305 0.08 -0.36 0.89 0.21
Si 1.76880 -0.54205 -0.13449 -0.93 -0.04 0.64 1.52
C -1.01090 0.18989 0.50856 -0.77 -0.54 3.05 -0.41
H -0.76732 -1.25199 -0.96466 1.50 0.74 -0.26 0.26
H -2.73844 1.42729 0.88294 -0.18 0.02 -0.52 0.21
C 2.64226 -0.89716 -1.71935 1.83 -1.05 -3.39 -0.50
C -0.15484 -0.35701 -0.63889 1.45 -0.18 -0.13 -0.82
H -1.52267 2.04062 -0.25611 -0.02 0.81 -0.03 0.20
H -1.54357 -0.70376 1.12468 1.28 1.66 -1.73 0.20
H -0.42485 0.69679 1.41761 -0.90 -0.77 -2.19 0.21
C 3.16975 -1.17096 -2.82117 -1.88 1.47 3.94 -0.15
```
Positions in Å, forces in eV/Å.

---

No. 2
DFT (ωB97M-V/def2-TZVPD) results for a 2-piece molecular cluster, CH3BrN2O overall in a non-equilibrium geometry.

Properties
Max |F|   0.068 hartree/bohr
Total charge   0
2S+1   1
HOMO-LUMO gap (alpha / beta)   7.18 / 9.70 eV

```
8
Properties=species:S:1:pos:R:3:forces:R:3:nbo_charge:R:1
H -0.35263 -1.76005 -0.16229 0.24 -0.21 0.21 0.36
O -2.82016 -0.11915 -0.00016 -0.73 0.95 0.32 -0.29
Br 2.62510 -0.28583 0.00514 0.48 -0.40 -0.07 0.10
N -0.74101 -0.83989 0.01920 2.27 0.42 0.01 -0.41
C 1.30665 0.95809 0.03580 -2.06 2.81 0.43 -0.52
H 1.00121 1.47596 1.01436 0.78 -1.22 -1.56 0.20
N -1.93629 -0.90352 -0.01359 -1.88 -1.23 -0.53 0.34
H 0.91714 1.47438 -0.89846 0.89 -1.13 1.19 0.20
```
Positions in Å, forces in eV/Å.

---

No. 3
DFT (ωB97M-V/def2-TZVPD) results for C39H47CsN15O3PS3Se2 as an isolated structure in a non-equilibrium geometry.

Properties
Max |F|   0.065 hartree/bohr
Total charge   -2
2S+1   1
HOMO-LUMO gap   6.36 eV

```
111
Properties=species:S:1:pos:R:3:forces:R:3:mulliken_charge:R:1
C -1.49559 -5.49559 1.24715 -0.02 -0.06 0.11 -0.08
C -1.69593 0.86674 -5.03201 -0.04 -0.11 -0.02 0.26
C 2.06468 4.44820 -2.87510 0.04 0.03 0.06 -0.17
H -0.48066 4.28983 -3.83433 -0.06 -0.03 -0.03 0.47
N -1.33594 -0.19102 -3.02901 -0.05 -0.15 -0.24 -0.22
H 2.53716 3.47455 -2.81845 0.00 0.00 -0.01 0.24
H -1.24601 -1.27029 4.21280 -0.01 0.00 0.03 0.40
O -3.79157 -0.80927 1.17758 -1.08 -0.33 0.24 -0.71
C 0.90839 -5.61097 1.49117 0.00 0.00 0.03 -0.29
C -1.83159 -1.03241 -3.89260 -0.02 0.16 -0.02 0.39
H 1.61411 0.74154 6.50389 0.01 0.00 0.00 0.35
C -0.58738 -6.10270 3.34107 -0.06 -0.02 0.03 -0.47
C 1.66740 5.00311 2.22473 -0.01 0.00 0.00 -0.22
C 3.53853 -1.30285 -0.23969 0.16 -0.16 0.00 -0.26
C -1.73986 1.92306 -5.93316 0.02 -0.02 0.01 -1.21
C -2.14671 -2.47708 -3.67189 -0.08 -0.05 -0.01 -1.00
P 1.11427 3.85188 -0.28021 -0.06 -0.07 -0.04 0.67
H -3.20442 -2.64350 -3.91414 0.00 0.06 0.02 0.44
H 3.70786 5.17337 -0.46633 -0.01 -0.01 0.00 0.32
O -2.17898 -2.51781 0.74754 -0.47 -1.32 0.11 -0.71
H -3.99857 2.48473 -1.44003 0.00 0.03 -0.02 0.19
H -1.00266 -2.63957 -1.98652 0.02 0.04 0.01 -0.25
H -3.32650 -4.78741 0.37955 0.18 -0.19 0.19 -0.35
H 5.55135 -1.89895 0.18173 0.01 -0.03 -0.02 0.38
H 1.91048 -5.50580 1.09654 -0.02 0.03 0.05 0.15
H -5.87539 -1.81412 -1.12699 0.02 0.00 -0.02 0.34
S -6.82665 0.67404 -1.97853 -0.05 0.00 -0.02 -0.54
H 4.32774 6.67719 3.49341 0.00 0.01 0.00 0.36
H 0.35103 1.84961 3.28338 0.02 0.00 0.03 0.20
C 4.56739 -2.21759 -0.14569 0.00 0.11 0.04 -0.61
C 2.46744 5.66323 3.14895 -0.02 0.00 0.01 -0.67
N 0.20409 -0.23133 3.12061 0.08 -0.01 0.18 0.28
C 1.01632 0.98261 3.23883 -0.09 -0.05 -0.03 -0.30
C -0.63613 -0.37072 4.31391 -0.03 0.06 -0.07 -0.77
H -1.92807 -4.91049 -2.89632 0.01 0.05 0.06 0.41
H 1.55794 -6.17779 3.44651 0.01 0.01 -0.01 0.39
C 1.08210 -1.57702 5.41137 -0.01 -0.02 0.02 -0.74
H -2.50647 -0.92504 -5.89521 -0.01 0.02 -0.01 0.20
Se -0.95238 3.87774 0.29437 -0.01 0.02 0.10 -0.41
H 1.71623 -1.30840 2.15355 0.03 0.00 0.01 -0.07
C -5.30377 -0.03815 -1.86294 0.03 -0.42 0.00 0.42
C 3.21102 -3.88510 -0.81861 -0.01 -0.12 -0.01 0.07
N -4.17596 0.63812 -2.09388 -0.06 0.26 0.22 0.46
N -2.36976 -5.19231 0.23268 -0.35 0.20 -0.07 0.15
C 0.70394 -5.98857 2.80734 -0.01 0.02 -0.05 -0.83
C 1.29951 4.87791 -1.79852 0.09 0.04 -0.02 0.23
O -3.09345 -2.30269 2.97274 -0.08 0.02 0.01 -0.77
H -0.43912 2.37251 -2.25332 0.01 -0.01 -0.02 0.16
H -3.33878 -4.37550 -1.96553 -0.01 0.03 0.01 0.36
H -3.28207 0.20008 -1.93766 0.14 -0.06 -0.22 -0.21
S -4.88932 -3.47543 1.04229 0.14 0.06 -0.06 -0.75
C 0.79691 6.91182 -2.99511 -0.02 0.01 -0.02 -0.59
N -2.06355 -0.46742 -5.12008 0.06 0.09 0.04 -0.01
H 3.68524 -0.25368 -0.01144 -0.01 -0.02 -0.01 0.39
H -1.30864 0.48919 4.37208 0.02 0.00 0.03 0.24
N -5.12263 -1.36797 -1.63200 -0.07 0.14 0.02 -0.18
N 1.95482 -1.48468 4.23664 0.00 0.00 0.02 0.04
H 3.63515 -5.85666 -0.81769 0.00 0.01 -0.02 0.29
C -0.81525 3.31314 -4.16110 -0.05 -0.05 0.01 -0.45
C 3.70471 6.16215 2.77200 0.00 -0.01 -0.03 -0.39
H 0.33112 1.64942 5.67436 0.00 0.00 -0.01 0.32
H 3.35627 -0.28823 5.22612 -0.01 0.00 0.00 0.37
H -0.70802 -6.36777 4.38460 0.01 0.00 0.00 0.36
H 2.00987 -5.47918 -1.15831 0.02 0.06 -0.05 0.36
S -3.38468 -2.18215 1.54552 -0.56 -0.58 0.48 0.90
N -4.12554 2.02194 -2.33931 0.01 0.01 0.02 -0.70
C -1.70995 -5.86199 2.56976 0.03 0.04 0.00 -0.96
C -0.77898 2.25413 -3.27332 -0.06 0.01 -0.08 0.41
H 1.66324 7.09620 -4.95424 0.00 0.00 0.00 0.35
N -1.93526 -2.86617 -2.30728 0.00 -0.09 0.14 0.54
H 0.03387 6.43331 -1.04557 0.00 0.00 0.01 0.38
N 2.98131 -5.19257 -1.20144 0.07 -0.05 0.01 -0.53
N 0.17695 -0.42965 5.53882 0.01 -0.10 0.02 0.03
N 4.42264 -3.51804 -0.43468 0.01 -0.01 0.00 -0.73
H 0.29029 7.86847 -3.04141 0.00 0.00 0.00 0.37
H -2.11358 1.80309 -6.94241 -0.01 0.00 -0.01 0.36
C 2.10689 4.82208 0.92029 0.02 0.01 0.03 0.52
N -0.31545 -4.90464 -0.61445 -0.24 -0.14 -0.01 -0.37
Cs -1.36613 -0.13719 0.57458 2.05 2.38 -1.18 1.35
C 1.09333 -1.39340 3.04738 -0.05 0.04 -0.01 -0.26
C -1.28932 3.14725 -5.46981 -0.01 0.03 -0.02 -0.68
H -5.06908 2.26540 -2.63973 0.02 -0.03 -0.05 0.19
C -1.61371 -4.78268 -0.80517 0.23 -0.09 -0.24 -0.03
H 0.48323 -2.29697 2.96537 0.03 -0.01 0.01 0.22
N 1.86253 0.94961 4.43898 0.09 0.00 -0.02 0.12
C -0.21243 -5.34348 0.70307 0.01 -0.04 -0.01 1.41
H 0.68973 4.62700 2.50233 0.01 -0.01 0.00 0.21
C -1.23029 1.01868 -3.72515 0.06 -0.06 0.20 -0.10
H 0.48578 -2.48836 5.33566 -0.01 0.00 -0.01 0.36
C 0.66071 6.11548 -1.87014 -0.02 -0.02 0.03 -0.65
N 2.31136 -1.69458 -0.61247 0.03 0.31 0.22 -0.09
H 5.10964 6.37975 1.15931 0.00 0.00 0.00 0.37
H -4.22346 -1.65091 -1.24880 -0.04 0.03 0.02 -0.12
H -2.71001 -5.90861 2.97953 0.00 0.01 0.00 0.41
H -1.57161 -3.07578 -4.40745 0.03 0.02 0.07 0.49
H -1.31150 4.00138 -6.13638 0.01 0.01 0.01 0.38
C 0.99293 0.78246 5.60354 -0.02 0.02 0.02 -0.66
C 3.35231 5.32181 0.54697 0.03 -0.02 -0.04 -0.46
H 1.70610 -1.63696 6.30870 0.00 0.01 0.00 0.34
H 1.16702 -3.32142 -1.14679 -0.08 0.00 -0.02 -0.12
C 2.15098 -2.96551 -0.87947 -0.16 0.06 -0.22 0.88
Se 2.06378 1.95519 -0.58025 0.00 0.04 0.07 -0.31
C 2.19591 5.24459 -4.00778 0.03 0.00 0.01 -0.45
C 2.71765 -0.23698 4.33886 0.02 -0.02 -0.01 -0.75
H 1.64003 1.08592 2.34791 0.03 0.01 0.02 -0.10
H 3.35123 -0.13850 3.45443 -0.01 0.01 0.00 0.32
H 2.78202 4.88889 -4.84675 -0.01 0.00 0.00 0.39
C -2.25505 -4.26630 -2.05902 0.13 -0.02 -0.06 -0.94
H 2.11887 5.78404 4.16748 0.00 0.01 0.00 0.36
C 1.56650 6.47747 -4.06984 0.00 -0.02 0.02 -0.49
C 4.14391 5.99392 1.46355 0.00 0.00 0.03 -0.64
```
Positions in Å, forces in eV/Å.

---

No. 4
DFT (ωB97M-V/def2-TZVPD) results for a 2-piece molecular cluster, C3H2FN overall in a non-equilibrium geometry.

Properties
Max |F|   0.103 hartree/bohr
Total charge   0
2S+1   1
HOMO-LUMO gap (alpha / beta)   8.56 / 8.31 eV

```
7
Properties=species:S:1:pos:R:3:forces:R:3:nbo_charge:R:1
C -0.16788 -1.12119 0.57026 0.00 -3.23 1.83 -0.58
C 0.36679 0.02761 0.52872 2.53 4.49 1.26 0.63
H -0.04643 -1.87126 1.49125 -0.08 2.13 -1.92 0.29
N -0.60069 2.25174 -2.27531 -0.62 1.05 -1.32 -0.47
F 1.16035 0.67528 1.44674 -2.23 -1.08 -2.81 -0.29
C -0.14078 1.59306 -1.46625 1.30 -3.09 3.89 0.15
H -0.57135 -1.55523 -0.29541 -0.91 -0.25 -0.94 0.27
```
Positions in Å, forces in eV/Å.

---

Q: Look up the 2S+1 of the second one.
A: 1